1.
Below is the molecule C2H5N3S2 in a non-equilibrium geometry, with properties calculated with ωB97M-V with the def2-TZVPD basis set.

Properties
LUMO energy, eV: 0.291
SMILES: S/N=C\N/C=N\S
Kohn-Sham gap, eV: 8.84
Energy relative to the best compared isomer or geometry (same formula, charge and spin), kJ/mol: 511.2
Maximum force, eV Å⁻¹: 5.77

ORCA input file:
```
! RIJCOSX wB97M-V def2-TZVPD def2/J DEFGRID3
* xyz 0 1
C 0.0426 0.0525 1.2241
C -0.9003 -0.8243 -1.0070
H 0.9855 3.3350 -0.0421
H 0.1582 -0.7816 2.0065
H -1.3957 -1.1149 1.1212
H -1.8860 -1.6114 -1.3539
H 1.8962 -0.8964 -0.1312
N 0.3416 1.3805 1.1627
N -0.9731 -0.5253 0.4180
N 0.0848 -0.9325 -1.8438
S -0.1483 2.3466 -0.0730
S 1.7946 -0.4282 -1.4817
*
```

2.
Below is C2H5N3S3 as an isolated structure in a non-equilibrium geometry, with properties calculated with ωB97M-V with the def2-TZVPD basis set.

Properties
LUMO energy, eV: -1.203
Kohn-Sham gap, eV: 7.51
Energy relative to the best compared isomer or geometry (same formula, charge and spin), kJ/mol: 820.2
Maximum force, eV Å⁻¹: 6.23

ORCA input file:
```
! RIJCOSX wB97M-V def2-TZVPD def2/J DEFGRID3
* xyz 0 1
C 0.3347 -0.0820 0.1185
C -2.2586 -0.4168 -0.1607
H 2.5807 -0.9818 -1.6203
H 2.2508 0.8250 -0.3488
H 1.5391 -1.6914 1.3863
H -1.7401 -0.1594 -1.0578
H -1.3323 1.4693 1.0867
N 2.5829 -0.6010 -0.3066
N 1.2731 -1.0486 0.0386
N 0.4145 1.2053 -0.3107
S -1.1743 -0.7458 1.0804
S -3.8907 -0.1741 -0.3053
S -0.5799 2.4015 0.3996
*
```

3.
Below is an isolated ion of composition C2H5N4 and charge +1 in a non-equilibrium geometry, with properties calculated with ωB97M-V with the def2-TZVPD basis set.

Properties
LUMO energy, eV: -5.631
SMILES: N#C/[N+](N)=C/N
Kohn-Sham gap, eV: 9.40
Energy relative to the best compared isomer or geometry (same formula, charge and spin), kJ/mol: 246.2
Maximum force, eV Å⁻¹: 5.80

ORCA input file:
```
! RIJCOSX wB97M-V def2-TZVPD def2/J DEFGRID3
* xyz 1 1
C -1.9514 -0.1460 0.1437
C 0.4541 -1.1311 -0.0638
N -3.0500 -0.2975 0.4254
N 1.6187 -0.6529 -0.1064
N -0.0636 1.3148 0.0001
N -0.7112 0.1251 -0.2484
H 0.0727 -2.1386 -0.0987
H 2.4804 -1.1893 -0.1431
H 1.6291 0.3963 -0.0993
H -0.2258 2.0035 -0.7297
H -0.2530 1.7157 0.9204
*
```

4.
Below is C2H5N5 as an isolated structure in a non-equilibrium geometry, with properties calculated with ωB97M-V with the def2-TZVPD basis set.

Properties
LUMO energy, eV: 0.715
Kohn-Sham gap, eV: 9.84
Energy relative to the best compared isomer or geometry (same formula, charge and spin), kJ/mol: 438.3
Maximum force, eV Å⁻¹: 8.19

ORCA input file:
```
! RIJCOSX wB97M-V def2-TZVPD def2/J DEFGRID3
* xyz 0 1
C -0.2232 1.3048 -0.1657
C 1.3491 0.0896 0.0842
H -2.7981 -0.7768 -0.1304
H -2.0001 -0.4423 1.1516
H -0.9244 2.2121 0.0409
H 2.8461 -1.0699 0.1959
H 0.5313 -1.3424 -0.9262
N -1.9843 -0.1590 0.1470
N -0.7313 -0.0826 -0.4318
N 0.9505 1.3711 0.0220
N 2.6064 -0.2111 0.0118
N 0.3779 -0.8934 0.0009
*
```

5.
Below is C2H5N5O as an isolated structure in a non-equilibrium geometry, with properties calculated with ωB97M-V with the def2-TZVPD basis set.

Properties
LUMO energy, eV: -0.075
Kohn-Sham gap, eV: 9.20
Energy relative to the best compared isomer or geometry (same formula, charge and spin), kJ/mol: 629.1
Maximum force, eV Å⁻¹: 10.38

ORCA input file:
```
! RIJCOSX wB97M-V def2-TZVPD def2/J DEFGRID3
* xyz 0 1
C 1.2301 -0.0325 -0.1515
C -0.5742 0.7997 -0.4402
H 2.8943 0.5661 1.0100
H 2.8736 -1.1053 0.6479
H -0.9321 2.4733 0.1637
H -2.5027 -0.2034 0.4585
H -2.3996 -1.9851 -0.3803
N 2.5715 -0.1689 -0.0868
N 0.7376 1.0570 -0.2533
N -1.5749 1.5896 -0.1257
N -0.9247 -0.6104 -0.6450
N -1.9543 -1.2855 0.3678
O 0.5555 -1.0947 -0.5650
*
```

6.
Below is C2H5N5O as an isolated structure in a non-equilibrium geometry, with properties calculated with ωB97M-V with the def2-TZVPD basis set.

Properties
LUMO energy, eV: -0.540
Kohn-Sham gap, eV: 7.89
Energy relative to the best compared isomer or geometry (same formula, charge and spin), kJ/mol: 518.7
Maximum force, eV Å⁻¹: 11.42

ORCA input file:
```
! RIJCOSX wB97M-V def2-TZVPD def2/J DEFGRID3
* xyz 0 1
C 0.8935 -0.0832 1.0931
C -0.9289 -0.4170 0.2109
H -1.0685 1.5608 -1.9194
H -1.0467 -0.2988 -1.9137
H 1.9736 1.3276 -0.2507
H 2.5328 0.0920 2.2141
H -1.9931 -1.9308 -0.1988
N -0.3870 0.5908 -1.8431
N -0.3986 0.7593 -0.3252
N 0.9307 0.5339 0.0436
N -0.2876 -0.7857 1.3011
N -1.8609 -1.0606 -0.5389
O 1.6406 -0.2885 2.1270
*
```

7.
Below is the molecule C2H5N5O in a non-equilibrium geometry, with properties calculated with ωB97M-V with the def2-TZVPD basis set.

Properties
LUMO energy, eV: 0.491
SMILES: NNc1n[nH][nH]c1=O
Kohn-Sham gap, eV: 9.15
Energy relative to the best compared isomer or geometry (same formula, charge and spin), kJ/mol: 479.2
Maximum force, eV Å⁻¹: 9.42

ORCA input file:
```
! RIJCOSX wB97M-V def2-TZVPD def2/J DEFGRID3
* xyz 0 1
C 0.0242 -0.1189 -0.4491
C -0.7588 1.0470 -0.2706
H 2.5652 -0.2790 1.0579
H 3.1711 0.2297 -0.4700
H 1.4990 -1.4381 -0.1306
H -2.0202 -1.3413 0.8053
H -2.8514 1.0197 0.4028
N 2.2537 0.4427 0.2968
N 1.2747 -0.3472 -0.5556
N -0.6991 -1.1688 -0.3763
N -2.0085 -0.8100 -0.1239
N -1.8785 0.4766 0.1555
O -0.5713 2.2874 -0.3422
*
```

8.
Below is a 2-piece molecular cluster, C2H5N5O3S2 overall in a non-equilibrium geometry, with properties calculated with ωB97M-V with the def2-TZVPD basis set.

Properties
LUMO energy, eV: 0.107
Kohn-Sham gap, eV: 8.38
Energy relative to the best compared isomer or geometry (same formula, charge and spin), kJ/mol: 0.0
Maximum force, eV Å⁻¹: 5.71

ORCA input file:
```
! RIJCOSX wB97M-V def2-TZVPD def2/J DEFGRID3
* xyz 0 1
C 0.5169 -0.5920 0.9105
C -0.0568 -0.9425 -2.4215
N -1.5167 1.1871 0.5027
N 1.2537 -1.4304 1.7584
N 0.2481 0.1483 -2.6778
N -0.6624 -0.9447 0.3321
N -1.4163 0.0567 -0.2327
O 0.9002 0.7262 0.7907
O 0.0242 3.1189 1.1978
O 0.2189 2.3468 -0.9747
S -0.2248 -2.5154 -2.2436
S -0.1242 2.0219 0.3213
H 1.2091 -2.4257 1.5144
H 2.1379 -1.0610 1.8237
H -1.6719 1.0547 1.4546
H 0.1049 1.1391 -2.2610
H -0.9408 -1.8882 0.2051
*
```

9.
Below is the molecule C2H5N5S in a non-equilibrium geometry, with properties calculated with ωB97M-V with the def2-TZVPD basis set.

Properties
LUMO energy, eV: -0.165
SMILES: Cn1nnc(=S)n1N
Kohn-Sham gap, eV: 8.12
Energy relative to the best compared isomer or geometry (same formula, charge and spin), kJ/mol: 202.8
Maximum force, eV Å⁻¹: 1.52

ORCA input file:
```
! RIJCOSX wB97M-V def2-TZVPD def2/J DEFGRID3
* xyz 0 1
C 1.7841 1.1437 1.7247
C -0.4509 -0.2112 -0.7254
H 2.8528 1.2680 1.4537
H 1.6951 0.6063 2.6990
H 1.3681 2.1631 1.7499
H -1.0235 0.2766 2.3730
H -0.6170 -1.3708 2.0287
N 1.2149 0.3212 0.6476
N 1.6030 0.5251 -0.5972
N 0.6821 0.2247 -1.4249
N -0.1774 0.0376 0.5829
N -0.9159 -0.4336 1.6622
S -1.8201 -0.8290 -1.3996
*
```

10.
Below is the molecule C2H5NO in a non-equilibrium geometry, with properties calculated with ωB97M-V with the def2-TZVPD basis set.

Properties
LUMO energy, eV: 0.794
SMILES: CC(N)=O
Kohn-Sham gap, eV: 10.84
Energy relative to the best compared isomer or geometry (same formula, charge and spin), kJ/mol: 228.5
Maximum force, eV Å⁻¹: 4.77

ORCA input file:
```
! RIJCOSX wB97M-V def2-TZVPD def2/J DEFGRID3
* xyz 0 1
C 1.0160 -0.5313 -0.4441
C -0.3907 0.0763 -0.2866
O -1.1659 0.1905 -1.2098
N -0.6130 0.5799 1.0312
H 0.8829 -1.5445 -0.8347
H 1.6258 -0.5776 0.4662
H 1.5534 0.0684 -1.1887
H -1.4994 1.3247 0.8784
H -1.5931 0.4233 1.4760
*
```